[1]
12
Properties=species:S:1:pos:R:3 method="wB97M-V/def2-TZVPD" gap_ev="8.4 / 7.7" e_homo_ha="-0.3091 / -0.2876" multiplicity=1 total_charge=0 e_lumo_ev="-0.03 / -0.11"
C 0.84988 -1.07738 -0.10149
C -0.40669 -1.13027 0.09753
C -1.69976 -0.56260 0.53128
C 2.29170 -1.00074 0.20662
C -2.47084 0.60767 -0.09611
O -1.63335 -1.68554 -0.28392
H 2.69639 -0.62673 -0.73421
H 2.54655 -1.94740 0.37964
H 2.32312 -0.30483 1.08506
H -1.99058 1.42289 0.38130
H -3.42389 0.39837 0.25853
H -2.30562 0.63414 -1.28023


[2]
12
Properties=species:S:1:pos:R:3 method="wB97M-V/def2-TZVPD" gap_ev=9.1 e_homo_ha=-0.3267 multiplicity=1 total_charge=0 e_lumo_ev=0.17
C 1.07170 -0.29690 -0.68854
C 0.36737 1.02267 -0.97340
C -0.95813 0.63828 -0.43038
O -1.17043 -0.79257 -0.49522
C 0.03382 -0.88029 0.28296
C -0.31613 0.44271 1.00665
H 2.08328 -0.18107 -0.28597
H 1.12585 -0.84717 -1.63782
H 0.52236 1.09212 1.27376
H -1.85956 1.22168 -0.61040
H 0.17029 -1.85231 0.76189
H -1.07043 0.43284 1.79646


[3]
12
Properties=species:S:1:pos:R:3 method="wB97M-V/def2-TZVPD" gap_ev="7.4 / 8.3" e_homo_ha="-0.2721 / -0.3007" multiplicity=1 total_charge=0 e_lumo_ev="-0.01 / 0.07"
C -1.44996 0.25866 0.20714
C -0.59695 1.41494 -0.01017
C 1.30295 0.28666 -0.37750
C 2.24101 -0.48518 0.17869
C -1.28841 -0.98946 -0.25027
O 0.67903 1.39453 -0.08980
H -2.43669 0.40996 0.70635
H -1.13733 2.41188 -0.21332
H 2.76253 -1.36687 -0.29448
H 2.36198 -0.38458 1.32635
H -1.96840 -1.86879 -0.22941
H -0.46975 -1.08175 -0.95359


[4]
12
Properties=species:S:1:pos:R:3 method="wB97M-V/def2-TZVPD" gap_ev=9.3 e_homo_ha=-0.3129 multiplicity=1 total_charge=0 e_lumo_ev=0.74
C -1.61373 1.49060 -0.21702
C -0.47300 -0.55232 0.28518
C 0.53397 -1.35084 0.64486
C 1.80724 -0.74224 0.38647
C 2.72346 -0.33924 -0.32577
H -1.44137 2.01061 0.93946
H -2.47670 0.31788 -0.29041
H -1.53124 2.03775 -1.36550
H -1.67610 -0.86536 0.21834
H 0.76897 -2.41769 1.09571
H 3.71569 -0.27329 -1.00868
O -0.33718 0.68415 -0.36266


Computed ΔE to the lowest compared entry with this formula, charge and spin (kJ/mol) in order:
636.7 453.8 541.7 688.2